Computed, not measured: a structure of composition C38H33CsFN7O5, with ωB97M-V/def2-TZVPD.

```
85
Properties=species:S:1:pos:R:3:forces:R:3:lowdin_charge:R:1
Cs -0.666793 1.072034 0.595716 0.079 -0.262 0.483 1.235
O -2.495257 -1.459897 0.908388 -0.060 -0.082 -0.024 -0.159
C -2.763400 -0.980381 2.056095 -0.036 -0.006 -0.035 -0.590
N -2.805588 0.282883 2.342390 -0.407 -0.127 0.199 -0.018
C -3.227653 0.733062 3.599784 0.066 -0.004 -0.019 -0.251
C -4.542214 0.526544 4.007826 -0.001 0.020 0.024 -0.069
C -5.025742 1.017618 5.217459 -0.001 -0.005 -0.004 -0.148
C -4.171262 1.745583 6.025497 0.001 0.004 0.005 -0.145
C -2.855029 1.979869 5.634194 -0.006 -0.004 0.005 -0.035
C -2.337857 1.487669 4.422724 -0.022 -0.013 -0.011 -0.208
N -1.039545 1.648404 3.949292 0.017 0.014 0.009 0.097
C -0.117545 2.229456 4.688834 -0.002 -0.013 -0.001 -0.500
O -0.174484 2.763225 5.825973 0.010 -0.002 0.005 -0.075
C 1.284672 2.245409 4.062722 0.012 0.003 0.007 -0.184
C 2.289794 2.928574 4.755032 -0.005 -0.005 0.001 -0.029
C 3.572917 2.953074 4.245658 0.002 -0.003 -0.002 -0.099
C 3.832892 2.292236 3.052713 0.005 -0.006 0.002 -0.093
C 2.778437 1.643126 2.430489 -0.002 0.011 -0.022 -0.150
N 1.538792 1.614875 2.915686 -0.038 0.016 -0.034 0.072
C -3.012027 -2.038692 3.119047 0.040 -0.016 0.003 -0.194
C -4.166625 -2.822873 3.060765 -0.024 -0.018 -0.008 -0.036
C -4.368097 -3.804591 4.008731 -0.003 0.002 -0.012 -0.093
C -3.400608 -3.994366 4.987877 0.016 0.002 0.004 -0.100
C -2.280206 -3.180792 4.954623 -0.010 -0.008 0.008 -0.151
N -2.079285 -2.224415 4.051902 -0.014 0.012 0.001 0.153
H -5.198513 -0.022088 3.340236 0.003 -0.004 -0.003 0.097
H -6.055154 0.836148 5.509911 0.000 0.000 -0.001 0.074
H -4.521523 2.145128 6.972714 0.000 0.000 0.000 0.076
H -2.191949 2.544775 6.268664 0.001 -0.004 -0.005 0.075
H 2.013180 3.413812 5.679711 0.003 0.000 0.000 0.098
H 4.363763 3.480362 4.769168 0.001 0.001 0.000 0.089
H 4.820073 2.282005 2.607204 0.001 0.002 0.001 0.086
H 2.926662 1.129865 1.485384 0.001 0.007 -0.004 0.082
H -4.890814 -2.640565 2.277299 0.003 0.010 0.003 0.105
H -5.266671 -4.411755 3.992126 0.001 -0.001 0.002 0.093
H -3.510753 -4.747039 5.758478 -0.001 -0.001 0.000 0.083
H -1.498528 -3.296925 5.700131 0.002 -0.001 -0.002 0.096
C 2.709465 2.088576 -6.736484 0.001 -0.002 0.000 -0.030
C 3.254427 3.084995 -5.716052 0.002 -0.008 0.000 -0.331
C 4.716690 3.446309 -5.948333 0.001 0.009 -0.006 -0.145
C 5.615246 2.241311 -5.706671 -0.002 -0.006 -0.005 -0.145
C 5.318093 1.613591 -4.369203 0.004 0.008 -0.001 -0.143
C 6.266285 0.852408 -3.720796 -0.004 -0.002 0.007 0.027
C 5.973689 0.270440 -2.494214 0.004 0.001 -0.002 -0.266
F 6.945099 -0.466722 -1.896391 -0.006 -0.004 -0.002 0.036
C 4.759235 0.423720 -1.890775 0.005 -0.002 0.004 0.071
C 3.781706 1.198409 -2.522766 0.008 0.001 0.007 -0.033
C 2.465850 1.360335 -1.848677 0.038 0.000 -0.022 -0.305
O 2.239469 0.792210 -0.786747 -0.002 0.028 -0.102 -0.004
C 1.523286 2.209097 -2.553541 0.012 0.105 -0.012 -0.033
C 1.873209 2.740033 -3.738223 -0.023 -0.062 -0.025 0.015
N 3.089532 2.579446 -4.357270 0.005 0.014 0.010 -0.016
C 4.058728 1.799683 -3.759065 -0.010 0.000 -0.002 -0.087
C 0.152368 2.546711 -1.953231 0.077 0.050 -0.117 -0.839
O -0.830078 1.999937 -2.489570 0.034 0.017 -0.110 -0.070
O 0.192103 3.304130 -0.965256 0.150 0.289 -0.271 -0.159
H 2.793872 2.489293 -7.749283 0.007 -0.002 -0.002 0.079
H 1.659568 1.878849 -6.531324 0.001 0.004 -0.002 0.085
H 3.249301 1.141978 -6.688312 -0.004 -0.001 0.004 0.081
H 2.661759 4.000973 -5.772336 -0.008 -0.005 0.000 0.141
H 4.988561 4.250154 -5.259796 0.003 -0.002 0.002 0.125
H 4.838196 3.824283 -6.965622 0.000 0.000 0.000 0.113
H 6.666321 2.533522 -5.749962 0.001 0.003 0.004 0.114
H 5.467138 1.504378 -6.502411 0.002 0.001 0.001 0.113
H 7.246300 0.702818 -4.158311 0.000 0.002 -0.002 0.122
H 4.522022 -0.033703 -0.939484 0.001 0.001 -0.001 0.134
H 1.167326 3.349626 -4.291456 0.005 0.007 0.002 0.144
N 0.444148 -4.229094 -2.777855 -0.022 -0.150 -0.084 0.115
C -0.663172 -4.161366 -2.444710 -0.071 0.246 0.085 -0.327
N -1.933625 -4.072266 -2.083282 0.110 -0.079 0.136 -0.102
C -2.647482 -2.788608 -2.202924 -0.278 0.134 -0.108 -0.136
C -4.136254 -3.074896 -2.058523 0.029 -0.014 -0.005 -0.174
C -4.463992 -3.622940 -0.657983 -0.005 0.003 -0.036 -0.192
C -3.277577 -4.396364 -0.064303 -0.030 0.086 0.016 -0.183
C -2.478015 -5.082115 -1.155885 0.023 0.027 -0.139 -0.152
H -2.429319 -2.379763 -3.189599 0.037 0.022 0.013 0.123
H -2.362195 -2.050882 -1.446351 0.238 -0.204 0.098 0.115
H -4.433156 -3.792279 -2.830928 0.007 -0.004 -0.005 0.104
H -4.687498 -2.152855 -2.246811 -0.009 0.000 0.010 0.111
H -5.352557 -4.259627 -0.720670 0.001 0.006 0.018 0.100
H -4.690140 -2.790020 0.007188 0.011 -0.003 -0.004 0.087
H -3.615818 -5.136269 0.664595 -0.010 -0.002 -0.010 0.109
H -2.641091 -3.680103 0.461058 0.028 -0.008 0.011 0.095
H -3.111764 -5.776472 -1.722448 0.006 -0.038 0.027 0.113
H -1.643346 -5.652249 -0.749431 0.005 0.018 0.042 0.118
```
Positions in Å, forces in eV/Å.

## Properties
**Gap between HOMO and LUMO**: 4.7 eV
**Energy above the lowest of the compared OMol25 structures with the same formula, charge and spin**: 0.8 kcal per mole
**E_HOMO**: -1.286 eV
**Total charge**: -2